1.
ORCA calculation (the ωB97M-V functional and the def2-TZVPD basis) on a 7-piece molecular cluster, C68H152N5O3P2 overall at a distorted geometry.

Each line ends with the Löwdin charge.
Element x y z (Å)
C (-4.320, 8.523, -7.116)  -0.107
C (-4.800, 7.171, -6.736)  -0.275
C (-3.849, 6.360, -5.882)  -0.252
C (-3.987, 4.868, -6.128)  -0.272
P (-2.651, 3.984, -5.315)  1.062
C (-2.912, 2.123, -5.478)  -0.246
C (-3.203, 1.525, -6.910)  -0.197
C (-3.769, 0.081, -6.689)  -0.252
C (-5.222, -0.008, -6.123)  -0.083
C (-2.502, 4.355, -3.488)  -0.254
C (-3.772, 4.088, -2.694)  -0.228
C (-3.624, 4.432, -1.171)  -0.263
C (-3.791, 5.888, -0.851)  -0.100
C (-1.033, 4.323, -6.149)  -0.248
C (0.157, 3.392, -5.751)  -0.220
C (1.392, 3.702, -6.628)  -0.245
C (2.469, 2.630, -6.800)  -0.100
H (-3.572, 8.549, -7.908)  0.088
H (-4.155, 9.195, -6.273)  0.086
H (-5.144, 8.991, -7.654)  0.086
H (-4.998, 6.686, -7.692)  0.116
H (-5.757, 7.158, -6.214)  0.125
H (-4.150, 6.510, -4.845)  0.111
H (-2.813, 6.686, -5.975)  0.107
H (-4.086, 4.520, -7.156)  0.110
H (-4.853, 4.484, -5.588)  0.104
H (-3.804, 1.969, -4.870)  0.066
H (-2.068, 1.616, -5.010)  0.076
H (-2.319, 1.568, -7.546)  0.102
H (-3.972, 2.174, -7.328)  0.096
H (-2.999, -0.500, -6.181)  0.092
H (-3.886, -0.405, -7.658)  0.106
H (-5.445, -1.072, -6.191)  0.075
H (-5.832, 0.423, -6.917)  0.083
H (-5.396, 0.435, -5.142)  0.061
H (-2.154, 5.380, -3.363)  0.093
H (-1.722, 3.750, -3.024)  0.070
H (-3.954, 3.019, -2.801)  0.094
H (-4.661, 4.443, -3.215)  0.109
H (-2.716, 3.971, -0.782)  0.070
H (-4.449, 4.023, -0.587)  0.099
H (-3.601, 6.120, 0.196)  0.079
H (-4.869, 6.033, -0.920)  0.088
H (-3.209, 6.466, -1.569)  0.074
H (-0.804, 5.364, -5.921)  0.097
H (-1.259, 4.104, -7.192)  0.103
H (-0.215, 2.387, -5.950)  0.087
H (0.266, 3.512, -4.673)  0.088
H (1.916, 4.484, -6.079)  0.105
H (1.242, 4.101, -7.631)  0.121
H (1.978, 1.865, -7.401)  0.068
H (2.761, 2.239, -5.825)  0.044
H (3.437, 2.861, -7.244)  0.087
C (-1.157, -5.782, 5.297)  -0.103
C (0.111, -5.269, 5.999)  -0.206
C (0.813, -3.909, 5.428)  -0.231
C (2.118, -3.621, 6.159)  -0.243
P (2.914, -1.948, 5.790)  1.078
C (2.149, -1.530, 4.100)  -0.250
C (2.833, -2.149, 2.862)  -0.217
C (1.979, -1.971, 1.610)  -0.257
C (1.555, -0.560, 1.280)  -0.112
C (2.437, -0.784, 7.127)  -0.274
C (2.860, -1.106, 8.561)  -0.240
C (2.795, 0.007, 9.633)  -0.230
C (3.592, 1.282, 9.282)  -0.095
C (4.733, -1.948, 5.672)  -0.267
C (5.515, -0.632, 5.383)  -0.242
C (6.959, -0.946, 5.125)  -0.267
C (7.877, 0.332, 5.115)  -0.073
H (-1.369, -6.834, 5.490)  0.084
H (-1.180, -5.616, 4.219)  0.050
H (-2.047, -5.266, 5.656)  0.040
H (0.825, -6.063, 5.779)  0.103
H (0.003, -5.270, 7.083)  0.110
H (0.076, -3.124, 5.593)  0.087
H (0.926, -4.032, 4.351)  0.092
H (2.919, -4.239, 5.755)  0.093
H (2.025, -3.835, 7.223)  0.101
H (2.364, -0.463, 4.149)  0.079
H (1.063, -1.624, 4.122)  0.082
H (3.102, -3.202, 2.951)  0.117
H (3.753, -1.581, 2.720)  0.109
H (1.031, -2.476, 1.795)  0.084
H (2.339, -2.427, 0.687)  0.104
H (0.825, -0.492, 0.473)  0.065
H (2.434, 0.039, 1.042)  0.062
H (1.158, 0.044, 2.096)  0.072
H (1.369, -0.574, 7.074)  0.101
H (2.897, 0.118, 6.724)  0.079
H (3.925, -1.340, 8.543)  0.105
H (2.377, -1.998, 8.961)  0.110
H (3.192, -0.408, 10.560)  0.119
H (1.744, 0.237, 9.808)  0.109
H (3.173, 1.885, 8.476)  0.065
H (4.633, 1.094, 9.017)  0.072
H (3.634, 1.857, 10.207)  0.083
H (4.932, -2.670, 4.880)  0.092
H (5.223, -2.382, 6.545)  0.112
H (5.450, 0.096, 6.192)  0.116
H (5.037, -0.245, 4.483)  0.098
H (7.136, -1.590, 4.263)  0.110
H (7.432, -1.600, 5.857)  0.116
H (7.985, 0.727, 6.125)  0.081
H (7.461, 1.092, 4.453)  0.067
H (8.844, 0.014, 4.725)  0.080
C (6.646, 4.807, -0.569)  -0.103
C (5.683, 5.986, -0.420)  -0.245
C (4.235, 5.571, -0.646)  -0.197
C (3.812, 4.287, 0.116)  -0.081
N (2.306, 4.042, -0.220)  -0.189
C (1.383, 5.166, 0.287)  -0.095
C (0.098, 4.478, 0.657)  -0.135
C (0.520, 3.115, 1.243)  -0.140
C (1.818, 2.749, 0.537)  -0.089
C (1.975, 3.862, -1.732)  0.023
H (7.708, 5.052, -0.557)  0.086
H (6.627, 4.354, -1.560)  0.079
H (6.502, 4.092, 0.241)  0.067
H (6.019, 6.815, -1.042)  0.123
H (5.766, 6.440, 0.567)  0.114
H (4.273, 5.394, -1.721)  0.109
H (3.597, 6.451, -0.564)  0.119
H (4.036, 4.404, 1.176)  0.144
H (4.365, 3.425, -0.257)  0.120
H (1.255, 5.945, -0.465)  0.139
H (1.891, 5.530, 1.180)  0.144
H (-0.434, 4.264, -0.270)  0.096
H (-0.485, 5.050, 1.380)  0.136
H (-0.255, 2.357, 1.137)  0.090
H (0.701, 3.195, 2.315)  0.118
H (1.629, 2.007, -0.239)  0.097
H (2.691, 2.313, 1.024)  0.114
H (2.100, 4.787, -2.295)  0.104
H (0.982, 3.500, -1.996)  0.073
H (2.569, 3.065, -2.177)  0.090
C (-1.532, -8.997, 2.992)  -0.071
C (-2.304, -7.883, 2.206)  -0.236
C (-1.460, -7.402, 1.066)  -0.229
C (-2.202, -6.320, 0.242)  -0.067
N (-1.356, -5.450, -0.770)  -0.200
C (-2.222, -4.422, -1.583)  -0.025
C (-2.510, -3.251, -0.577)  -0.149
C (-1.364, -3.244, 0.362)  -0.207
C (-0.497, -4.411, 0.000)  -0.116
C (-0.437, -6.382, -1.673)  0.070
H (-0.566, -8.585, 3.284)  0.065
H (-1.360, -9.960, 2.513)  0.086
H (-1.900, -9.268, 3.981)  0.077
H (-2.517, -7.033, 2.855)  0.089
H (-3.226, -8.199, 1.719)  0.122
H (-1.317, -8.298, 0.460)  0.121
H (-0.402, -7.253, 1.278)  0.115
H (-2.560, -5.587, 0.964)  0.118
H (-3.133, -6.643, -0.223)  0.142
H (-1.753, -3.967, -2.455)  0.134
H (-3.071, -5.082, -1.757)  0.129
H (-2.351, -2.302, -1.089)  0.090
H (-3.475, -3.234, -0.071)  0.120
H (-0.919, -2.261, 0.210)  0.100
H (-1.661, -3.340, 1.406)  0.108
H (0.334, -4.176, -0.664)  0.115
H (-0.107, -4.854, 0.916)  0.125
H (0.189, -7.041, -1.073)  0.098
H (0.118, -5.785, -2.396)  0.095
H (-1.190, -7.088, -2.026)  0.112
C (-3.097, -3.540, 7.482)  -0.109
C (-3.553, -2.139, 7.154)  -0.224
C (-3.744, -1.942, 5.607)  -0.167
C (-4.411, -0.644, 5.105)  -0.118
N (-4.579, -0.446, 3.634)  -0.244
C (-3.366, -0.840, 2.762)  -0.099
C (-3.225, 0.145, 1.626)  -0.129
C (-4.312, 1.258, 1.896)  -0.118
C (-4.727, 1.054, 3.364)  -0.090
C (-5.837, -1.126, 3.047)  0.069
H (-3.725, -4.356, 7.127)  0.084
H (-3.234, -3.758, 8.541)  0.091
H (-2.044, -3.683, 7.239)  0.054
H (-2.877, -1.404, 7.591)  0.112
H (-4.501, -1.925, 7.647)  0.118
H (-4.364, -2.768, 5.258)  0.113
H (-2.792, -2.049, 5.086)  0.088
H (-3.800, 0.200, 5.428)  0.132
H (-5.400, -0.531, 5.548)  0.149
H (-3.525, -1.879, 2.475)  0.116
H (-2.477, -0.850, 3.393)  0.120
H (-3.377, -0.226, 0.613)  0.110
H (-2.276, 0.679, 1.593)  0.095
H (-5.214, 1.035, 1.326)  0.106
H (-4.032, 2.273, 1.612)  0.117
H (-5.760, 1.357, 3.536)  0.145
H (-4.013, 1.611, 3.970)  0.135
H (-5.618, -2.190, 3.135)  0.107
H (-5.864, -0.948, 1.972)  0.107
H (-6.714, -0.713, 3.545)  0.123
C (0.387, -1.477, -8.029)  -0.090
C (1.345, -2.482, -7.335)  -0.226
C (1.204, -2.495, -5.800)  -0.176
C (2.511, -2.712, -5.063)  -0.083
N (2.633, -1.767, -3.799)  -0.215
C (2.933, -0.307, -4.161)  -0.080
C (3.637, 0.192, -2.902)  -0.141
C (4.209, -1.037, -2.152)  -0.145
C (3.848, -2.249, -2.945)  -0.093
C (1.361, -1.807, -2.908)  0.038
H (0.412, -0.487, -7.573)  0.049
H (-0.664, -1.740, -7.910)  0.069
H (0.641, -1.400, -9.086)  0.087
H (2.300, -2.300, -7.828)  0.111
H (1.222, -3.480, -7.755)  0.115
H (0.471, -3.198, -5.402)  0.121
H (0.908, -1.479, -5.539)  0.089
H (3.369, -2.589, -5.724)  0.136
H (2.611, -3.707, -4.629)  0.127
H (2.015, 0.167, -4.508)  0.122
H (3.643, -0.291, -4.987)  0.142
H (2.960, 0.704, -2.219)  0.085
H (4.370, 0.950, -3.177)  0.123
H (3.736, -0.994, -1.170)  0.095
H (5.297, -0.979, -2.158)  0.132
H (3.661, -3.165, -2.385)  0.135
H (4.682, -2.534, -3.587)  0.141
H (1.133, -2.859, -2.736)  0.089
H (0.552, -1.282, -3.418)  0.087
H (1.638, -1.399, -1.936)  0.086
N (-0.995, 1.005, -1.765)  -0.649
O (-1.122, -0.251, -1.784)  -0.081
O (-1.529, 1.660, -0.972)  0.029
O (-0.285, 1.491, -2.659)  -0.066

The charge is +5.


2.
ORCA calculation (the ωB97M-V functional and the def2-TZVPD basis) on C46H30AgCl3F14GeN3O2S2 as an isolated structure at a distorted geometry.

Each line ends with the Löwdin charge.
Element x y z (Å)
Ag (0.991, -0.606, -0.633)  0.811
F (-4.248, 0.856, -5.410)  0.091
C (-3.689, 0.569, -4.216)  -0.139
C (-2.358, 0.888, -3.957)  -0.150
F (-1.628, 1.491, -4.909)  0.103
C (-1.816, 0.629, -2.715)  -0.236
F (-0.533, 0.982, -2.475)  0.026
C (-2.553, 0.041, -1.668)  -0.625
S (-1.892, -0.186, -0.118)  0.609
C (-3.892, -0.280, -1.974)  -0.277
F (-4.675, -0.832, -1.026)  0.046
C (-4.447, -0.025, -3.211)  -0.156
F (-5.738, -0.336, -3.454)  0.091
Cl (2.231, 1.221, 6.286)  0.719
C (1.412, 2.194, 5.124)  -0.664
C (0.499, 1.616, 4.257)  -0.096
C (-0.146, 2.405, 3.323)  0.001
C (0.101, 3.770, 3.241)  -0.174
C (-0.590, 4.607, 2.186)  -0.294
C (0.405, 4.892, 1.027)  -0.066
N (1.074, 3.701, 0.584)  -0.060
C (2.427, 3.514, 0.562)  -0.048
C (2.633, 2.247, 0.102)  -0.145
N (1.431, 1.657, -0.142)  0.024
C (0.517, 2.552, 0.150)  -0.152
O (-1.731, 3.914, 1.759)  -0.108
C (-2.683, 4.663, 1.026)  -0.159
C (-3.937, 3.847, 0.973)  -0.307
C (-4.982, 3.970, 1.844)  -0.974
Cl (-5.135, 5.113, 3.105)  0.650
S (-6.236, 2.814, 1.543)  0.996
C (-5.336, 2.152, 0.237)  -0.391
C (-4.156, 2.788, 0.054)  -0.133
C (1.025, 4.324, 4.121)  -0.585
Cl (1.380, 6.018, 4.067)  0.729
C (1.683, 3.553, 5.064)  -0.124
H (0.302, 0.559, 4.303)  0.115
H (-0.859, 1.970, 2.643)  0.119
H (-0.880, 5.583, 2.614)  0.138
H (1.160, 5.600, 1.377)  0.104
H (-0.138, 5.345, 0.190)  0.131
H (3.107, 4.286, 0.857)  0.118
H (3.555, 1.730, -0.069)  0.107
H (-0.542, 2.396, 0.079)  0.098
H (-2.329, 4.852, 0.001)  0.131
H (-2.873, 5.628, 1.519)  0.115
H (-5.737, 1.316, -0.299)  0.059
H (-3.447, 2.512, -0.705)  0.101
H (2.390, 4.000, 5.744)  0.103
C (0.870, -1.037, 1.485)  -0.199
C (2.116, -1.057, 2.229)  -0.279
C (2.706, 0.134, 2.688)  -0.062
C (3.785, 0.122, 3.537)  -0.056
C (4.329, -1.096, 3.961)  -0.254
C (3.788, -2.293, 3.474)  -0.021
C (2.712, -2.271, 2.620)  -0.015
C (5.378, -1.118, 4.897)  -0.215
N (6.221, -1.147, 5.679)  0.141
H (0.247, -0.184, 1.749)  0.011
H (0.325, -1.968, 1.617)  0.006
H (2.281, 1.077, 2.383)  0.086
H (4.210, 1.049, 3.899)  0.113
H (4.217, -3.231, 3.799)  0.116
H (2.286, -3.198, 2.257)  0.102
F (0.382, -0.481, -4.974)  0.165
C (1.602, 0.027, -4.821)  -0.555
F (2.164, 0.045, -6.045)  0.150
F (1.468, 1.303, -4.453)  0.166
C (2.414, -0.795, -3.774)  -0.379
O (1.685, -1.088, -2.721)  -0.266
C (3.685, 0.028, -3.414)  -0.551
F (4.294, 0.594, -4.468)  0.155
F (3.402, 1.016, -2.565)  0.146
F (4.614, -0.725, -2.808)  0.159
C (2.910, -2.091, -4.478)  -0.563
F (3.432, -2.941, -3.591)  0.141
F (3.859, -1.895, -5.408)  0.152
F (1.911, -2.734, -5.088)  0.156
Ge (0.448, -2.997, -1.299)  1.030
C (-1.285, -3.115, -2.263)  -0.321
C (-2.499, -3.261, -1.602)  -0.136
C (-3.678, -3.404, -2.310)  -0.098
C (-3.662, -3.390, -3.696)  -0.094
C (-2.460, -3.241, -4.364)  -0.083
C (-1.282, -3.103, -3.651)  -0.114
C (0.381, -4.269, 0.251)  -0.344
C (1.366, -5.243, 0.338)  -0.142
C (1.440, -6.093, 1.428)  -0.102
C (0.522, -5.973, 2.458)  -0.102
C (-0.473, -5.012, 2.381)  -0.089
C (-0.539, -4.167, 1.288)  -0.146
H (1.435, -3.711, -2.213)  -0.012
H (-2.532, -3.253, -0.523)  0.074
H (-4.613, -3.504, -1.776)  0.106
H (-4.586, -3.496, -4.249)  0.102
H (-2.438, -3.228, -5.445)  0.102
H (-0.346, -2.978, -4.176)  0.079
H (2.089, -5.328, -0.464)  0.087
H (2.223, -6.838, 1.484)  0.098
H (0.584, -6.619, 3.323)  0.096
H (-1.189, -4.908, 3.185)  0.101
H (-1.317, -3.414, 1.248)  0.088

The energy above the lowest of the compared OMol25 structures with the same formula, charge and spin comes out at 43.6 kJ/mol. The charge is -1.


3.
ORCA calculation (the ωB97M-V functional and the def2-TZVPD basis) on C30H27NP2Pd as an isolated structure at a distorted geometry.

Each line ends with the Löwdin charge.
Element x y z (Å)
Pd (-1.334, -0.696, 1.083)  0.594
C (-3.757, -1.235, 1.737)  -0.085
C (-2.918, -2.285, 2.146)  -0.091
C (-1.876, -2.032, 3.060)  -0.103
C (-1.678, -0.735, 3.560)  -0.091
C (-2.506, 0.313, 3.135)  -0.086
C (-3.537, 0.062, 2.216)  -0.083
H (-4.617, -1.438, 1.113)  0.127
H (-3.135, -3.304, 1.843)  0.127
H (-1.295, -2.859, 3.459)  0.128
H (-0.929, -0.557, 4.325)  0.132
H (-2.410, 1.292, 3.588)  0.125
H (-4.218, 0.858, 1.942)  0.125
N (0.730, -0.089, -0.702)  -0.361
P (-0.795, -0.641, -1.238)  0.972
C (-0.385, -1.193, -2.913)  -0.333
C (0.763, -1.970, -3.088)  -0.094
C (1.233, -2.209, -4.364)  -0.045
C (0.548, -1.702, -5.461)  -0.028
C (-0.624, -0.981, -5.284)  -0.038
C (-1.110, -0.738, -4.011)  -0.061
C (-1.833, 0.854, -1.373)  -0.403
C (-3.207, 0.656, -1.192)  -0.138
C (-4.084, 1.718, -1.320)  -0.059
C (-3.592, 2.990, -1.574)  -0.037
C (-2.225, 3.193, -1.713)  -0.046
C (-1.339, 2.132, -1.628)  -0.083
P (1.152, -0.759, 0.835)  1.010
C (2.923, -1.049, 0.518)  -0.368
C (3.532, -2.293, 0.515)  -0.079
C (4.854, -2.396, 0.106)  -0.048
C (5.547, -1.268, -0.300)  -0.037
C (4.934, -0.025, -0.285)  -0.041
C (3.621, 0.095, 0.125)  -0.097
C (1.155, 0.668, 1.968)  -0.400
C (2.056, 0.664, 3.032)  -0.086
C (2.050, 1.698, 3.949)  -0.045
C (1.125, 2.726, 3.827)  -0.040
C (0.217, 2.728, 2.775)  -0.063
C (0.211, 1.696, 1.850)  -0.131
H (1.487, 0.000, -1.377)  0.074
H (1.287, -2.371, -2.230)  0.103
H (2.135, -2.783, -4.507)  0.120
H (0.923, -1.878, -6.457)  0.123
H (-1.156, -0.591, -6.137)  0.122
H (-2.016, -0.168, -3.868)  0.112
H (-3.579, -0.349, -1.010)  0.093
H (-5.146, 1.554, -1.229)  0.118
H (-4.277, 3.818, -1.673)  0.121
H (-1.843, 4.182, -1.908)  0.119
H (-0.280, 2.285, -1.789)  0.113
H (2.987, -3.173, 0.819)  0.111
H (5.339, -3.358, 0.101)  0.119
H (6.572, -1.354, -0.625)  0.121
H (5.474, 0.858, -0.591)  0.122
H (3.132, 1.060, 0.142)  0.116
H (2.775, -0.139, 3.125)  0.113
H (2.771, 1.707, 4.750)  0.120
H (1.116, 3.529, 4.550)  0.120
H (-0.473, 3.549, 2.660)  0.117
H (-0.470, 1.731, 0.992)  0.079

The energy above the lowest of the compared OMol25 structures with the same formula, charge and spin comes out at 281.0 kJ/mol. The charge is +2.


| no. | E_tot (a.u.) |
| --- | --- |
| 1 | -3862.42269 |
| 2 | -7884.70709 |
| 3 | -2024.17824 |